Below is a structure of composition C24H21F4N4O7SeSn, with properties calculated with ωB97M-V/def2-TZVPD.

```
! wB97M-V def2-TZVPD RIJCOSX def2/J DEFGRID3
* xyz -1 1
Sn 0.2080 1.0849 -0.2837
C 0.9712 3.1628 -3.0392
N 0.2342 3.2560 -1.7866
C 0.8723 4.1959 -0.8751
C -1.1789 3.5711 -1.9895
C -2.0741 3.0815 -0.8577
N -1.9162 1.6439 -0.7362
C -2.9679 0.7897 -0.7213
C -2.7001 -0.5967 -0.7279
F -1.3968 -0.9666 -0.7270
C -3.6540 -1.5774 -0.7859
F -3.2625 -2.8548 -0.8560
C -5.0038 -1.2698 -0.8024
C -5.3085 0.0718 -0.7586
F -6.6020 0.4585 -0.7599
C -4.3515 1.0666 -0.7187
F -4.8081 2.3449 -0.6452
H 1.0022 4.1280 -3.5668
H 0.5074 2.4145 -3.6799
H 1.9944 2.8425 -2.8376
H 0.9209 5.2029 -1.3120
H 1.8834 3.8587 -0.6442
H 0.3195 4.2481 0.0626
H -1.4970 3.0555 -2.8970
H -1.3175 4.6537 -2.1454
H -3.0815 3.3813 -1.1296
H -1.8402 3.5941 0.0854
H -5.7661 -2.0322 -0.8486
O 2.9571 -3.2371 3.6070
C 2.9607 -2.0279 4.2025
C 3.3549 -2.0315 5.5435
C 3.4542 -0.8623 6.2626
C 3.1631 0.3585 5.6573
C 2.7915 0.3697 4.3315
C 2.6772 -0.8025 3.5741
C 2.3864 -0.5393 2.1209
O 2.7387 0.4933 1.5981
N 1.7876 -1.5364 1.3469
N 1.4491 -1.2093 0.0276
C 1.1122 -2.2032 -0.7002
C 0.7640 -2.0760 -2.1080
C 0.6369 -3.2789 -2.8151
C 0.3827 -3.3154 -4.1675
C 0.2371 -2.0993 -4.8414
C 0.3302 -0.9024 -4.1684
C 0.5826 -0.8399 -2.7796
O 0.6204 0.3411 -2.2133
H 2.2702 -3.2441 2.9110
H 3.5666 -2.9930 5.9928
H 3.7477 -0.8990 7.3049
H 3.2356 1.2849 6.2121
H 2.5760 1.3025 3.8286
H 1.0865 -3.2038 -0.2745
H 0.7523 -4.2055 -2.2621
H 0.2959 -4.2571 -4.6922
H 0.0304 -2.0960 -5.9055
H 0.1915 0.0420 -4.6811
O -1.7513 -2.6240 1.9022
Se -0.6479 -1.7598 2.7040
O 0.9575 -2.4584 1.9451
O -0.4752 -0.1994 2.2566
O -0.4090 -2.1001 4.2640
*
```

Properties
- HOMO (eV) = -4.965
- DFT total energy (eV) = -127567.303
- ΔE to the lowest compared entry with this formula, charge and spin (eV) = 0.0000
- gap between HOMO and LUMO (Eh) = 0.2767
- LUMO (hartree) = 0.094

=====

Below is a structure of composition C29H22Cl2N2O9ReS, with properties calculated with ωB97M-V/def2-TZVPD.

```
! wB97M-V def2-TZVPD RIJCOSX def2/J DEFGRID3
* xyz -2 2
Re 0.1311 -0.1442 -0.1426
O -2.4240 0.8685 -3.2246
C -1.8296 0.7459 -2.1585
O -0.5487 0.7520 -1.9839
C -2.5803 0.7262 -0.8522
C -3.9263 0.9641 -0.6933
C -4.4377 1.1418 0.5933
C -3.5558 1.1583 1.6757
C -2.2206 0.9075 1.4544
N -1.7608 0.6025 0.2179
C -1.0902 1.0499 2.4348
O -1.2964 1.3535 3.6102
O 0.0360 0.8436 1.8639
H -4.5402 1.0479 -1.5799
H -5.4953 1.3217 0.7423
H -3.8704 1.3912 2.6845
Cl 0.1141 -2.8784 7.0163
C 0.3786 -2.4834 5.3262
C 1.6869 -2.3316 4.8604
C 1.9030 -2.0086 3.5535
Cl 3.5347 -1.8088 2.9932
C 0.8459 -1.7889 2.5911
O 1.1399 -1.4322 1.4142
C -0.4661 -2.0369 3.1124
C -1.6585 -2.0721 2.2893
O -1.7384 -2.0356 1.0772
C -0.6713 -2.3389 4.4680
H 2.5256 -2.4564 5.5320
H -2.5889 -2.1800 2.8868
H -1.6859 -2.4747 4.8238
C -1.5905 -2.9488 -2.2619
C -0.1924 -3.4911 -2.2694
C 0.1139 -4.7187 -2.8355
C 1.4197 -5.1996 -2.8433
C 2.4346 -4.4371 -2.2789
C 2.1758 -3.2048 -1.6954
C 3.2657 -2.3703 -1.0936
C 0.8441 -2.7312 -1.6870
N 0.5471 -1.5413 -1.1075
H -2.2816 -3.6449 -2.7403
H -1.6316 -1.9944 -2.7901
H -1.9245 -2.7551 -1.2397
H -0.6842 -5.3031 -3.2824
H 1.6448 -6.1608 -3.2912
H 3.4563 -4.8043 -2.2845
H 4.2238 -2.8938 -1.1322
H 3.0314 -2.1258 -0.0587
H 3.3552 -1.4199 -1.6226
C 6.9712 -0.0127 3.2216
C 6.0010 0.4596 2.1738
C 6.1117 0.0469 0.8547
C 5.1732 0.4344 -0.0971
C 4.1181 1.2421 0.2746
C 3.9852 1.6598 1.5947
C 4.9264 1.2758 2.5291
S 2.8748 1.7270 -0.9058
O 2.9177 3.1663 -0.9904
O 3.1466 1.0024 -2.1227
O 1.6384 1.2805 -0.1978
H 7.8089 -0.5465 2.7702
H 6.4756 -0.6918 3.9199
H 7.3706 0.8232 3.8009
H 6.9301 -0.6055 0.5668
H 5.2359 0.0936 -1.1232
H 3.1206 2.2458 1.8820
H 4.8056 1.5769 3.5642
*
```

Properties
- HOMO (spin up / spin down) (eV) = -0.510 / -2.016
- DFT total energy (eV) = -89852.306
- ΔE to the lowest compared entry with this formula, charge and spin (eV) = 1.3142
- gap between HOMO and LUMO (spin up / spin down) (Eh) = 0.1722 / 0.2275
- LUMO (spin up / spin down) (hartree) = 0.153 / 0.153

=====

Below is an isolated molecule of C17H17F3N4S, with properties calculated with ωB97M-V/def2-TZVPD.

```
! wB97M-V def2-TZVPD RIJCOSX def2/J DEFGRID3
* xyz 0 1
F 1.1844 3.1077 3.8669
C 1.8065 2.9009 2.6899
F 0.8742 3.1023 1.7401
F 2.7009 3.8891 2.5589
C 2.4179 1.5316 2.6043
C 1.5805 0.4641 2.3203
C 2.1082 -0.8235 2.2416
C 3.4706 -1.0109 2.4932
C 4.2872 0.0620 2.7850
C 3.7729 1.3481 2.8356
H 4.4078 2.1913 3.0540
H 5.3367 -0.1011 2.9739
H 3.8799 -2.0096 2.4565
N 1.3318 -1.9341 1.9482
C -0.0046 -1.9925 1.6107
N -0.5062 -1.0642 0.7692
C -1.9269 -1.0404 0.4905
H -2.4582 -1.5118 1.3177
C -2.2238 -1.7737 -0.8260
N -1.4660 -1.1733 -1.8983
C -1.9550 -0.1501 -2.6745
N -1.0395 0.6429 -3.2376
C -1.4325 1.6044 -4.0533
C -2.7552 1.8567 -4.3628
C -3.7147 1.0332 -3.7850
C -3.3246 0.0203 -2.9364
H -4.0670 -0.6291 -2.5021
H -4.7635 1.1810 -3.9999
H -3.0298 2.6586 -5.0284
H -0.6318 2.2025 -4.4699
C -0.0491 -1.2059 -1.6195
H 0.4747 -0.7261 -2.4449
H 0.2588 -2.2536 -1.5346
C 0.2714 -0.4730 -0.3052
H 1.3368 -0.5449 -0.0970
H -0.0041 0.5812 -0.4044
H -3.2910 -1.7485 -1.0311
H -1.9152 -2.8195 -0.7267
H -2.2342 0.0069 0.4022
S -0.8972 -3.2302 2.2508
H 1.6630 -2.8033 2.3487
H 0.5257 0.6345 2.1796
*
```

Properties
- HOMO (eV) = -7.939
- DFT total energy (eV) = -42854.193
- ΔE to the lowest compared entry with this formula, charge and spin (eV) = 0.0000
- gap between HOMO and LUMO (Eh) = 0.3091
- LUMO (hartree) = 0.017

=====

Below is an isolated molecule of C3H4N2O, with properties calculated with ωB97M-V/def2-TZVPD.

```
! wB97M-V def2-TZVPD RIJCOSX def2/J DEFGRID3
* xyz 0 1
C -1.7689 0.0607 0.0366
C -0.3498 -0.3248 -0.1409
N 0.5484 0.6712 0.2869
C 1.6731 0.2061 0.0852
N 2.7713 -0.2619 -0.1178
O 0.0598 -1.3745 -0.6011
H -1.9233 0.3117 1.0902
H -2.3908 -0.7737 -0.2787
H -1.9519 0.9589 -0.5617
H 3.3320 0.5264 0.2014
*
```

Properties
- HOMO (eV) = -10.262
- DFT total energy (eV) = -8202.145
- ΔE to the lowest compared entry with this formula, charge and spin (eV) = 1.7405
- gap between HOMO and LUMO (Eh) = 0.4026
- LUMO (hartree) = 0.025

=====

Below is a structure of composition C27H18BBiClN2O6, with properties calculated with ωB97M-V/def2-TZVPD.

```
! wB97M-V def2-TZVPD RIJCOSX def2/J DEFGRID3
* xyz -1 1
Bi 0.6552 -0.0759 -0.2948
O 0.0027 0.9056 -2.1906
C -1.0934 1.5845 -2.3962
C -1.5177 1.7866 -3.7313
C -2.6670 2.4771 -4.0320
C -3.4612 3.0246 -3.0150
C -3.0446 2.8740 -1.7145
C -1.8780 2.1713 -1.3735
C -1.5142 2.2051 0.0259
N -0.5979 1.5461 0.6212
N -0.3830 1.8691 1.9543
C 0.4682 1.0688 2.5254
O 1.0651 0.0636 1.9836
C 0.8023 1.3939 3.9436
C -0.1281 2.0032 4.7750
C 0.2001 2.2924 6.0916
C 1.4632 1.9863 6.5811
C 2.3976 1.3801 5.7498
C 2.0648 1.0763 4.4374
H -0.8976 1.3544 -4.5076
H -2.9598 2.5994 -5.0690
H -4.3735 3.5583 -3.2457
H -3.6296 3.3035 -0.9071
H -2.0655 2.8956 0.6607
H -1.1058 2.2432 4.3772
H -0.5320 2.7564 6.7412
H 1.7157 2.2121 7.6101
H 3.3848 1.1411 6.1263
H 2.7703 0.5859 3.7790
Cl -5.8380 -6.2130 0.8212
C -4.9012 -4.7373 0.6912
C -3.6733 -4.7679 0.0510
C -2.9465 -3.5900 -0.0612
C -3.4262 -2.4013 0.4726
C -4.6538 -2.4012 1.1208
C -5.4050 -3.5640 1.2284
C -2.6294 -1.1084 0.3562
O -2.9628 -0.1740 1.0950
O -1.6967 -1.1262 -0.5065
H -3.3007 -5.6993 -0.3554
H -1.9951 -3.5750 -0.5761
H -5.0051 -1.4711 1.5484
H -6.3669 -3.5668 1.7247
O 2.1079 2.9687 -0.3510
B 2.3757 1.5935 -0.4029
O 3.7567 1.4013 -0.5879
C 4.3125 2.6565 -0.6473
C 5.6294 3.0084 -0.8253
C 5.9160 4.3745 -0.8528
C 4.9107 5.3248 -0.7057
C 3.5787 4.9503 -0.5269
C 3.3120 3.6022 -0.5035
H 6.3987 2.2555 -0.9376
H 6.9392 4.6987 -0.9933
H 5.1656 6.3764 -0.7291
H 2.7860 5.6784 -0.4135
*
```

Properties
- HOMO (eV) = -4.787
- DFT total energy (eV) = -62599.935
- gap between HOMO and LUMO (Eh) = 0.2710
- LUMO (hartree) = 0.095

=====

Below is a cluster of 6 separate species, C15H34IO9P in total, with properties calculated with ωB97M-V/def2-TZVPD.

```
! wB97M-V def2-TZVPD RIJCOSX def2/J DEFGRID3
* xyz 0 1
C -1.0193 -2.6866 -1.3477
P -1.7204 -1.1980 -2.1528
O -1.1216 0.0232 -1.1958
C -3.5156 -0.9980 -1.7827
C -4.1816 -1.1435 -0.6538
I -3.4853 -1.9045 1.1612
C -5.5172 -0.5101 -0.8988
O -5.9405 0.2498 -0.1056
O -5.7675 -0.3222 -2.2336
C -4.5578 -0.7352 -2.8099
O -4.5851 -1.2861 -3.8422
H -1.5872 -3.5357 -1.7084
H -1.0223 -2.6239 -0.2695
H -0.0107 -2.7438 -1.7155
H -1.5945 0.1240 -0.3637
C 1.2241 2.5017 1.5320
C 2.3552 2.1959 0.5663
O 2.2132 0.8868 0.0227
H 1.2060 1.7695 2.3405
H 1.3364 3.4990 1.9607
H 0.2566 2.4462 1.0268
H 3.3163 2.2332 1.0814
H 2.3753 2.9222 -0.2538
H 1.3698 0.8520 -0.4397
C 0.7520 -4.9113 2.9611
C 0.3988 -4.8160 1.4891
O -0.8865 -4.2179 1.3015
H 0.0025 -5.4966 3.4943
H 1.7274 -5.3784 3.1007
H 0.7740 -3.9189 3.4172
H 0.3578 -5.8066 1.0402
H 1.1481 -4.2247 0.9526
H -0.8515 -3.3376 1.6871
C 7.2918 3.6027 0.4841
C 5.8913 3.9636 0.9437
O 5.5901 3.3188 2.1832
H 7.3854 2.5233 0.3653
H 7.5295 4.0827 -0.4661
H 8.0327 3.9121 1.2249
H 5.1522 3.6351 0.2154
H 5.7913 5.0463 1.0725
H 6.2377 3.6186 2.8272
C -7.6596 -0.4504 -6.3051
C -6.9042 0.8483 -6.5120
O -7.0912 1.7331 -5.4092
H -8.7249 -0.2559 -6.1772
H -7.5247 -1.1241 -7.1529
H -7.3113 -0.9535 -5.4004
H -7.2619 1.3642 -7.4016
H -5.8334 0.6534 -6.6344
H -6.7669 1.2878 -4.6208
C 3.7100 1.3319 4.8949
C 3.7590 -0.0904 4.3708
O 2.8406 -0.2621 3.2964
H 2.7033 1.5776 5.2352
H 4.4050 1.4699 5.7254
H 3.9665 2.0398 4.1026
H 3.4828 -0.7978 5.1516
H 4.7673 -0.3388 4.0221
H 3.0926 0.3558 2.6025
*
```

Properties
- HOMO (eV) = -9.175
- DFT total energy (eV) = -51920.686
- gap between HOMO and LUMO (Eh) = 0.2927
- LUMO (hartree) = -0.044